*1*
8
Properties=species:S:1:pos:R:3 method="wB97M-V/def2-TZVPD" spin_multiplicity=1 e_lumo_ev=0.9 smiles="O=CCO" homo_lumo_gap_ev=9.6
O -0.72 1.31 -1.28
C -0.64 0.13 -1.08
C 0.49 -0.39 0.32
O 0.75 0.70 1.09
H -1.28 -0.66 -1.48
H 1.37 -0.67 -0.13
H -0.10 -1.15 0.74
H 0.14 0.73 1.83

*2*
8
Properties=species:S:1:pos:R:3 method="wB97M-V/def2-TZVPD" spin_multiplicity=1 e_lumo_ev=0.6 smiles="O=CCO" homo_lumo_gap_ev=10.7
O 0.24 0.63 -1.26
C -0.05 -0.51 -0.87
C -0.02 -0.68 0.67
O -0.28 0.60 1.24
H -0.20 -1.46 -1.49
H -0.66 -1.44 1.25
H 1.04 -1.10 0.90
H 0.50 1.30 0.65

*3*
8
Properties=species:S:1:pos:R:3 method="wB97M-V/def2-TZVPD" spin_multiplicity=1 e_lumo_ev=-0.9 homo_lumo_gap_ev=9.6
C 0.96 -0.13 -0.08
C -0.53 -0.21 -0.13
H 1.21 -0.82 1.46
H 1.48 1.59 -0.02
H 1.32 -1.09 -1.21
H -2.06 0.89 0.06
O -1.11 1.01 -0.05
O -1.27 -1.23 -0.03

Computed stability ranking, most favorable first: *1*, *2*, *3*

*1*
12
Properties=species:S:1:pos:R:3 method="wB97M-V/def2-TZVPD" spin_multiplicity=1 e_lumo_ev=0.1 smiles="C#C/C(=N/N)C(F)F" homo_lumo_gap_ev=9.0
C -2.82 -0.09 0.41
C -1.57 -0.19 0.00
C -0.21 0.10 -0.18
N 0.12 1.31 -0.08
N 1.44 1.38 -0.10
C 0.68 -1.08 -0.31
F 0.00 -2.15 -0.33
F 1.54 -1.30 0.78
H -3.88 0.01 0.35
H 1.72 0.58 0.35
H 1.68 2.30 0.36
H 1.29 -0.86 -1.25

*2*
12
Properties=species:S:1:pos:R:3 method="wB97M-V/def2-TZVPD" spin_multiplicity=1 e_lumo_ev=-1.0 homo_lumo_gap_ev=9.5
H -0.16 -1.99 -0.04
N -1.14 -2.03 -0.05
C -1.65 -0.83 -0.06
C -1.07 0.55 0.02
C 0.10 1.19 0.07
C 1.40 0.57 -0.03
F 2.46 1.42 -0.07
N 1.61 -0.65 -0.02
F 3.02 -0.97 0.03
H -2.70 -0.74 -0.13
H -2.00 1.22 0.18
H 0.12 2.27 0.10

Computed stability ranking, most favorable first: *2*, *1*

*1*
12
Properties=species:S:1:pos:R:3 method="wB97M-V/def2-TZVPD" spin_multiplicity=1 e_lumo_ev=0.9 smiles="C=C(C)[SiH2]Cl" homo_lumo_gap_ev=10.6
C 1.13 0.90 0.87
C 0.32 0.07 0.20
C 0.62 -1.34 -0.21
Si -1.39 0.81 -0.55
Cl -2.85 -0.32 0.29
H 0.93 1.86 1.06
H 2.04 0.51 1.13
H -0.18 -1.74 -0.71
H 0.80 -1.92 0.74
H 1.60 -1.48 -0.79
H -1.27 0.52 -1.94
H -1.76 2.13 -0.10

*2*
12
Properties=species:S:1:pos:R:3 method="wB97M-V/def2-TZVPD" spin_multiplicity=1 e_lumo_ev="-0.5 / -1.8" homo_lumo_gap_ev="9.4 / 7.2"
C 0.65 0.81 -0.88
C -1.86 0.19 0.77
C 1.48 0.27 -1.70
Si -0.55 -1.07 1.23
Cl 2.70 1.19 -2.82
H 0.54 1.86 -0.54
H -2.29 0.15 -0.14
H -1.68 1.20 1.24
H 1.90 -0.67 -1.58
H 0.48 -0.03 1.58
H -0.13 -2.18 0.40
H -1.25 -1.72 2.44

Computed stability ranking, most favorable first: *1*, *2*

*1*
9
Properties=species:S:1:pos:R:3 method="wB97M-V/def2-TZVPD" spin_multiplicity=1 e_lumo_ev=3.5 smiles="O=C(O)[C@@H]([S-])S" charge=-1 homo_lumo_gap_ev=6.6
O -0.53 -1.45 -0.95
C -0.12 -0.95 0.04
O 0.65 -1.72 0.90
C -0.58 0.81 -0.02
S -0.69 1.59 1.51
S 0.78 1.41 -1.20
H 0.87 -2.59 0.47
H -1.60 0.61 -0.53
H 1.23 2.29 -0.23

*2*
9
Properties=species:S:1:pos:R:3 method="wB97M-V/def2-TZVPD" spin_multiplicity=1 e_lumo_ev=3.8 charge=-1 homo_lumo_gap_ev=7.4
C -0.26 -0.65 0.28
C 0.57 -0.16 -0.43
O 3.04 0.99 -1.37
O 4.49 1.58 0.60
S 4.14 -1.38 0.37
S 3.36 0.84 0.10
H -1.09 -1.09 0.87
H 2.64 -1.66 0.23
H 0.95 0.34 -1.24

*3*
9
Properties=species:S:1:pos:R:3 method="wB97M-V/def2-TZVPD" spin_multiplicity=1 e_lumo_ev="3.6 / 3.6" smiles="C=CS(=O)(=O)[S-]" charge=-1 homo_lumo_gap_ev="8.0 / 8.0"
C -0.29 -0.48 1.32
C -0.45 -0.57 0.05
S 0.27 0.67 -1.06
O 1.95 -0.36 -1.63
O -0.78 0.96 -2.06
S 0.64 2.31 -0.04
H -0.64 -1.27 1.93
H 0.19 0.36 1.87
H -0.87 -1.60 -0.37

Computed stability ranking, most favorable first: *1*, *2*, *3*